Molecular formula: CH4N2
Method: DFT, the ωB97M-V functional and the def2-TZVPD basis

For the orbital gap, the calculation gives 10.09 eV. The HOMO energy is -9.07 eV. For the LUMO energy, the calculation gives 1.01 eV. Its molar mass is 44.057 g/mol. The value obtained for the energy above the lowest of the compared OMol25 structures with the same formula, charge and spin is 40.3 kcal per mole.

Last column: Mulliken charge in e.
CARTESIAN COORDINATES (ANGSTROEM)
H (0.9373, -0.1206, 1.7461)  0.236
N (1.1780, 0.0102, 0.7524)  -0.633
C (0.0746, -0.3937, 0.1886)  0.118
N (-0.3632, 0.2198, -1.0240)  -0.512
H (-0.6333, -0.9959, 0.7911)  0.275
H (0.2332, 1.0152, -1.2531)  0.268
H (-1.4266, 0.2652, -1.2012)  0.248

Molecular formula: C15H33BS
Method: DFT, the ωB97M-V functional and the def2-TZVPD basis

For the orbital gap, the calculation gives 10.25 eV. The HOMO energy is -9.63 eV. For the LUMO energy, the calculation gives 0.62 eV. Its molar mass is 256.308 g/mol.

Last column: Mulliken charge in e.
CARTESIAN COORDINATES (ANGSTROEM)
C (-5.8073, 3.5205, -1.9234)  -1.108
C (-4.8776, 4.0540, -3.0123)  -0.528
C (-4.2151, 2.9560, -3.8450)  -0.752
C (-3.4008, 1.9331, -3.0279)  -0.372
C (-1.9514, 1.7523, -3.5107)  -0.810
C (-1.3783, 0.3392, -3.2897)  -0.814
C (-0.2265, 0.2909, -2.2804)  -0.636
C (0.0105, -1.1088, -1.7197)  -0.821
C (1.1981, -1.1912, -0.7559)  -0.526
C (0.9952, -2.2423, 0.3382)  -0.718
C (2.2813, -2.6134, 1.0827)  -0.722
C (2.6452, -1.6021, 2.1735)  -0.309
C (3.9664, -1.9370, 2.8838)  -0.756
C (3.8199, -2.6679, 4.2237)  -0.654
C (2.9618, -1.9479, 5.2973)  -0.580
B (3.8922, -1.0499, 6.1719)  0.205
S (4.4598, 0.5533, 5.5171)  -0.314
H (-6.4494, 4.3195, -1.5472)  0.368
H (-5.2582, 3.1409, -1.0620)  0.313
H (-6.4602, 2.7361, -2.3100)  0.281
H (-4.1067, 4.6898, -2.5687)  0.273
H (-5.4639, 4.6859, -3.6846)  0.349
H (-3.5443, 3.4343, -4.5644)  0.361
H (-4.9780, 2.4433, -4.4357)  0.328
H (-3.8877, 0.9573, -3.1012)  0.307
H (-3.4157, 2.1955, -1.9678)  0.198
H (-1.3072, 2.4786, -3.0069)  0.336
H (-1.9165, 1.9965, -4.5748)  0.507
H (-1.0114, -0.0530, -4.2409)  0.318
H (-2.1671, -0.3362, -2.9461)  0.457
H (0.6907, 0.6252, -2.7768)  0.227
H (-0.4230, 0.9876, -1.4592)  0.468
H (0.1651, -1.7891, -2.5636)  0.280
H (-0.9063, -1.4424, -1.2220)  0.392
H (2.0991, -1.4582, -1.3157)  0.309
H (1.3682, -0.2071, -0.3106)  0.310
H (0.2475, -1.8850, 1.0533)  0.340
H (0.5856, -3.1424, -0.1307)  0.380
H (2.1676, -3.6010, 1.5387)  0.305
H (3.1065, -2.6512, 0.3659)  0.347
H (2.7377, -0.6179, 1.7056)  0.180
H (1.8128, -1.5289, 2.8758)  0.286
H (4.5532, -1.0316, 3.0354)  0.379
H (4.5330, -2.5992, 2.2231)  0.377
H (4.8309, -2.8109, 4.6235)  0.343
H (3.4266, -3.6728, 4.0570)  0.334
H (2.4538, -2.6837, 5.9228)  0.241
H (2.1817, -1.3407, 4.8296)  0.275
H (4.2408, -1.3548, 7.2700)  -0.085
H (5.7213, 0.4766, 5.9647)  0.132

Molecular formula: C12H14N2PYb
Method: DFT, the ωB97M-V functional and the def2-TZVPD basis

For the orbital gap (alpha / beta), the calculation gives 4.92 / 4.98 eV. The expectation value of S² is 0.75. As for the spin multiplicity: 2. The HOMO energy (alpha / beta) is -5.09 / -5.50 eV. For the LUMO energy (alpha / beta), the calculation gives -0.16 / -0.52 eV. Its molar mass is 390.272 g/mol. The value obtained for the energy above the lowest of the compared OMol25 structures with the same formula, charge and spin is 5.0 kcal per mole.

Last column: Mulliken spin population.
CARTESIAN COORDINATES (ANGSTROEM)
C (1.5873, -1.3812, -0.7528)  -0.030
C (0.8019, -2.5252, -0.6114)  0.028
C (-0.4163, -2.3685, -1.3288)  0.008
C (-0.4347, -1.1054, -1.9862)  0.000
C (0.7379, -0.4085, -1.7097)  -0.018
Yb (2.2628, 2.0407, 0.8120)  1.055
P (2.4892, 3.3067, -1.6421)  0.046
H (2.5839, -1.1743, -0.3575)  0.023
H (1.0719, -3.4044, -0.0258)  0.001
H (-1.2168, -3.1059, -1.3697)  0.000
H (1.0680, 0.5602, -2.0875)  0.002
H (-1.2510, -0.7420, -2.6116)  -0.001
H (1.5539, 3.4990, -2.7154)  0.017
H (3.5837, 2.8925, -2.4803)  0.009
H (2.8897, 4.6874, -1.5636)  -0.002
N (-1.8178, 1.4708, 0.2644)  0.000
C (-0.6487, 2.1317, 0.2723)  -0.007
N (0.1793, 1.6036, 1.1888)  -0.129
C (-0.4901, 0.5250, 1.7841)  -0.062
C (0.1002, -0.5472, 2.4645)  0.019
C (-0.6102, -1.7480, 2.4755)  0.026
C (-1.8702, -1.8560, 1.8604)  0.005
C (-2.4578, -0.7684, 1.2007)  0.001
C (-1.7449, 0.4191, 1.1863)  -0.007
H (-2.6125, 1.6606, -0.3450)  0.001
H (-0.4486, 3.0150, -0.3311)  -0.002
H (1.0972, -0.4066, 2.8948)  0.017
H (-0.1853, -2.6304, 2.9600)  0.001
H (-2.3888, -2.8162, 1.8786)  0.001
H (-3.4131, -0.8242, 0.6759)  -0.001

Molecular formula: CH9NO5
Method: DFT, the ωB97M-V functional and the def2-TZVPD basis

For the orbital gap, the calculation gives 10.77 eV. The HOMO energy is -10.48 eV. For the LUMO energy, the calculation gives 0.29 eV. Its molar mass is 115.085 g/mol. The value obtained for the energy above the lowest of the compared OMol25 structures with the same formula, charge and spin is 37.6 kcal per mole.

Last column: Mulliken charge in e.
CARTESIAN COORDINATES (ANGSTROEM)
N (-1.4904, 2.3748, 0.1717)  -0.364
C (-0.6380, 2.8073, -0.8148)  0.546
O (-0.3698, 2.2099, -1.8343)  -0.540
O (-0.0283, 3.9456, -0.3958)  -0.447
H (-1.8308, 3.0772, 0.9342)  0.249
H (-1.5505, 1.3687, 0.3554)  0.231
H (-0.2327, 4.5853, -1.0641)  0.323
O (5.0621, -1.6582, 0.9521)  -0.651
H (4.7703, -1.0217, 0.2383)  0.326
H (4.2756, -1.6267, 1.5388)  0.325
O (-1.3595, -1.9564, 1.6242)  -0.635
H (-2.3071, -1.7322, 1.4759)  0.315
H (-1.4367, -2.9061, 1.4477)  0.310
O (-0.9187, -3.3836, -1.1628)  -0.656
H (-1.5200, -3.5708, -2.0061)  0.329
H (-0.4255, -2.5131, -1.4604)  0.340

Molecular formula: C3H6O2P
Method: DFT, the ωB97M-V functional and the def2-TZVPD basis

For the orbital gap, the calculation gives 7.96 eV. The HOMO energy is -4.17 eV. For the LUMO energy, the calculation gives 3.79 eV. Its charge is -1. Its molar mass is 105.053 g/mol. The value obtained for the energy above the lowest of the compared OMol25 structures with the same formula, charge and spin is 19.0 kcal per mole.

Last column: Mulliken charge in e.
CARTESIAN COORDINATES (ANGSTROEM)
C (0.0096, 1.0125, 1.6048)  -0.883
C (0.0827, -0.4392, 1.4547)  0.028
C (-0.0895, -1.2297, 0.3931)  -0.661
O (-0.1630, -0.5316, -2.5496)  -0.350
O (-0.0233, 1.2348, -4.2924)  -0.517
P (0.3596, -0.1776, -3.9510)  -0.178
H (0.7295, 1.6784, 1.2603)  0.296
H (-1.0286, 1.2989, 1.1024)  0.202
H (0.3587, -0.8381, 2.3646)  0.308
H (0.1181, -2.2896, 0.5986)  0.177
H (-0.3353, -0.9599, -0.7088)  0.328
H (-0.0186, 1.2411, 2.7234)  0.249

Molecular formula: C2H2O3
Method: DFT, the ωB97M-V functional and the def2-TZVPD basis

For the orbital gap, the calculation gives 8.86 eV. The HOMO energy is -10.45 eV. For the LUMO energy, the calculation gives -1.59 eV. Its molar mass is 74.035 g/mol. The value obtained for the energy above the lowest of the compared OMol25 structures with the same formula, charge and spin is 148.7 kcal per mole.

Last column: Mulliken charge in e.
CARTESIAN COORDINATES (ANGSTROEM)
C (-0.0610, 1.2928, 0.5035)  -0.174
C (1.9833, 0.1441, -0.0099)  0.716
O (3.1219, 0.2690, 0.0380)  -0.241
O (1.3847, -1.7459, 0.0723)  -0.609
O (0.9508, 0.8323, -0.1667)  -0.129
H (-0.8606, 1.6506, -0.3550)  0.178
H (0.5172, -1.4505, 0.2112)  0.260